[1]
{"formula": "C37H34BrCdCl3N4O5", "method": "ωB97M-V with the def2-TZVPD basis set", "symbols": ["Cd", "C", "C", "C", "C", "C", "N", "C", "C", "C", "N", "C", "C", "C", "C", "C", "C", "C", "C", "N", "C", "C", "C", "N", "C", "C", "C", "C", "O", "C", "O", "H", "H", "H", "H", "H", "H", "H", "H", "H", "H", "H", "H", "H", "H", "H", "H", "H", "H", "H", "H", "H", "H", "H", "H", "H", "H", "H", "H", "Cl", "C", "C", "C", "Cl", "C", "O", "C", "Cl", "C", "H", "H", "Br", "C", "C", "C", "C", "C", "C", "C", "O", "O", "H", "H", "H", "H"], "positions_angstrom": [[-0.55, -0.13, 1.10], [-5.52, -0.46, -4.31], [-4.66, -0.81, -3.13], [-4.23, -2.08, -2.89], [-3.33, -2.40, -1.83], [-3.06, -3.77, -1.65], [-1.95, -4.33, -1.27], [-0.62, -3.75, -1.43], [-0.38, -3.48, -2.93], [0.92, -2.72, -3.16], [0.79, -1.34, -2.72], [1.61, -0.39, -3.09], [1.75, 0.85, -2.43], [2.83, 1.67, -2.82], [3.16, 2.81, -2.13], [4.29, 3.71, -2.54], [2.41, 3.10, -0.98], [1.34, 2.35, -0.54], [0.70, 2.76, 0.70], [-0.22, 2.13, 1.31], [-0.83, 2.75, 2.47], [-2.26, 3.15, 2.12], [-3.22, 1.96, 2.00], [-2.83, 0.97, 1.01], [-3.51, 0.95, -0.06], [-3.51, -0.07, -1.10], [-4.33, 0.17, -2.18], [-2.86, -1.36, -0.92], [-2.08, -1.61, 0.04], [0.92, 1.20, -1.31], [-0.14, 0.55, -1.06], [-5.67, -1.32, -4.96], [-5.06, 0.33, -4.91], [-6.50, -0.10, -3.99], [-4.53, -2.89, -3.55], [-3.86, -4.46, -1.90], [-1.98, -5.32, -1.07], [0.12, -4.45, -1.05], [-0.52, -2.84, -0.84], [-1.22, -2.91, -3.34], [-0.33, -4.43, -3.46], [1.21, -2.74, -4.21], [1.70, -3.19, -2.57], [0.26, -1.13, -1.87], [2.25, -0.61, -3.93], [3.43, 1.37, -3.68], [4.77, 3.33, -3.45], [5.05, 3.77, -1.76], [3.93, 4.72, -2.73], [2.70, 3.97, -0.39], [1.06, 3.71, 1.11], [-0.26, 3.63, 2.80], [-0.86, 2.03, 3.28], [-2.26, 3.71, 1.18], [-2.65, 3.81, 2.90], [-4.22, 2.35, 1.78], [-3.26, 1.45, 2.97], [-4.29, 1.71, -0.21], [-4.79, 1.15, -2.27], [-1.10, -0.24, 8.47], [-0.55, -0.18, 6.82], [-1.37, -0.64, 5.81], [-0.92, -0.59, 4.51], [-1.90, -1.22, 3.21], [0.33, -0.06, 4.12], [0.72, 0.03, 2.91], [1.13, 0.38, 5.22], [2.70, 1.01, 4.85], [0.71, 0.31, 6.53], [-2.36, -1.03, 6.04], [1.37, 0.64, 7.32], [5.00, -2.00, -1.67], [4.59, -0.86, -0.20], [5.57, 0.07, 0.11], [5.39, 0.92, 1.19], [4.23, 0.85, 1.94], [3.23, -0.05, 1.59], [3.39, -0.93, 0.52], [2.27, -1.94, 0.25], [2.59, -3.09, -0.06], [1.07, -1.54, 0.44], [6.47, 0.13, -0.49], [6.17, 1.62, 1.45], [4.09, 1.48, 2.81], [2.31, -0.09, 2.15]], "e_homo_ha": -0.2633, "spin_multiplicity": 1}

---

[2]
{"formula": "C33H41NO10P4S3W", "method": "ωB97M-V with the def2-TZVPD basis set", "symbols": ["W", "S", "P", "C", "P", "S", "C", "C", "C", "C", "C", "C", "C", "C", "C", "C", "C", "C", "C", "C", "C", "C", "C", "C", "C", "C", "C", "C", "C", "C", "H", "H", "H", "H", "H", "H", "H", "H", "H", "H", "H", "H", "H", "H", "H", "H", "H", "H", "H", "H", "N", "C", "C", "P", "O", "O", "O", "P", "O", "O", "O", "H", "H", "H", "H", "H", "H", "H", "H", "C", "C", "C", "O", "C", "O", "O", "H", "H", "H", "H", "H", "H", "H", "C", "S", "C", "O", "H", "H", "H", "H", "H", "H"], "positions_angstrom": [[-1.14, -0.45, 0.60], [-2.44, 0.87, -1.49], [-0.60, 1.47, -1.94], [0.17, 0.66, -0.57], [1.01, 0.78, 1.32], [-0.63, 0.67, 2.69], [2.32, -0.16, 2.12], [2.09, -1.00, 3.20], [3.14, -1.71, 3.76], [4.43, -1.57, 3.25], [4.66, -0.74, 2.16], [3.60, -0.05, 1.58], [1.28, 2.56, 1.60], [0.28, 3.47, 1.26], [0.44, 4.82, 1.51], [1.61, 5.28, 2.10], [2.60, 4.38, 2.45], [2.44, 3.02, 2.20], [-0.01, 0.85, -3.53], [0.64, 1.65, -4.47], [1.08, 1.10, -5.66], [0.88, -0.25, -5.92], [0.22, -1.05, -5.00], [-0.22, -0.50, -3.81], [-0.35, 3.25, -1.97], [-1.44, 4.11, -1.90], [-1.23, 5.49, -1.89], [0.06, 5.99, -1.92], [1.15, 5.14, -1.97], [0.95, 3.77, -1.98], [1.09, -1.11, 3.59], [2.95, -2.39, 4.58], [5.25, -2.13, 3.69], [5.66, -0.64, 1.75], [3.78, 0.57, 0.71], [-0.65, 3.12, 0.83], [-0.35, 5.51, 1.24], [1.74, 6.34, 2.30], [3.51, 4.73, 2.93], [3.22, 2.34, 2.50], [0.79, 2.70, -4.28], [1.58, 1.73, -6.39], [1.23, -0.67, -6.86], [0.05, -2.10, -5.19], [-0.74, -1.13, -3.09], [-2.44, 3.70, -1.86], [-2.08, 6.16, -1.84], [0.21, 7.07, -1.91], [2.15, 5.53, -1.98], [1.80, 3.09, -1.99], [-0.08, -4.96, -0.38], [-1.30, -4.21, 0.11], [-2.40, -5.24, 0.39], [-1.73, -3.13, -1.33], [-3.31, -2.98, -1.34], [-1.26, -3.84, -2.54], [-1.08, -1.77, -1.05], [-0.72, -3.47, 1.75], [-1.90, -3.44, 2.69], [0.47, -4.32, 2.05], [-0.27, -1.98, 1.46], [-0.34, -5.65, -1.08], [0.37, -5.33, 0.48], [0.59, -4.29, -0.80], [-2.69, -5.75, -0.53], [-3.27, -4.73, 0.80], [-2.06, -5.96, 1.13], [-3.60, -2.40, -0.62], [-2.53, -2.31, 2.91], [-5.25, 0.34, 1.13], [-3.99, 0.57, 1.96], [-4.32, 0.95, 3.40], [-3.26, 1.62, 1.34], [-3.17, -0.74, 1.95], [-3.08, -1.38, 3.06], [-3.00, -1.41, 0.84], [-5.88, 1.23, 1.19], [-5.80, -0.52, 1.51], [-4.99, 0.17, 0.09], [-4.91, 1.87, 3.39], [-3.41, 1.10, 3.97], [-4.90, 0.17, 3.89], [-2.86, 2.15, 2.05], [2.86, -2.14, -2.29], [2.13, -2.57, -0.71], [3.47, -3.50, 0.05], [1.53, 0.75, -0.31], [3.90, -1.84, -2.14], [2.31, -1.29, -2.69], [2.82, -2.96, -3.01], [3.79, -4.33, -0.57], [3.08, -3.88, 1.00], [4.32, -2.85, 0.26]], "e_homo_ha": [-0.2591, -0.2751], "s_squared": 2.0531, "spin_multiplicity": 3}

---

[3]
{"formula": "C46H34AsBaN5O2PS2", "method": "ωB97M-V with the def2-TZVPD basis set", "symbols": ["Ba", "O", "C", "O", "C", "C", "C", "N", "C", "C", "C", "C", "C", "C", "C", "N", "C", "C", "C", "C", "C", "N", "H", "H", "H", "H", "H", "H", "H", "H", "H", "H", "S", "C", "C", "N", "C", "S", "C", "N", "C", "C", "As", "C", "C", "C", "C", "C", "C", "C", "C", "C", "C", "C", "C", "P", "C", "C", "C", "C", "C", "C", "C", "C", "C", "C", "C", "C", "H", "H", "H", "H", "H", "H", "H", "H", "H", "H", "H", "H", "H", "H", "H", "H", "H", "H", "H", "H", "H", "H", "H", "H"], "positions_angstrom": [[-2.40, -1.72, -2.19], [-5.77, 2.67, 2.99], [-5.58, 3.04, 1.81], [-5.70, 4.15, 1.26], [-4.99, 1.94, 0.89], [-4.59, 0.73, 1.42], [-3.94, -0.19, 0.61], [-3.71, 0.06, -0.69], [-4.12, 1.22, -1.22], [-4.77, 2.18, -0.45], [-3.84, 1.48, -2.68], [-4.07, 2.72, -3.26], [-3.79, 2.88, -4.61], [-3.28, 1.83, -5.35], [-3.05, 0.63, -4.69], [-3.33, 0.47, -3.40], [-3.46, -1.50, 1.18], [-3.50, -1.74, 2.55], [-3.05, -2.96, 3.03], [-2.57, -3.92, 2.15], [-2.55, -3.59, 0.80], [-2.99, -2.42, 0.34], [-4.79, 0.56, 2.47], [-5.10, 3.13, -0.83], [-4.46, 3.54, -2.68], [-3.97, 3.84, -5.08], [-3.05, 1.93, -6.40], [-2.63, -0.23, -5.21], [-3.86, -0.99, 3.24], [-3.08, -3.17, 4.09], [-2.22, -4.88, 2.48], [-2.18, -4.30, 0.06], [-0.20, -1.99, -4.27], [-1.23, -2.61, -5.54], [-0.83, -2.19, -6.86], [-0.46, -1.83, -7.89], [-2.35, -3.40, -5.43], [-3.10, -4.05, -3.99], [-3.03, -3.76, -6.65], [-3.60, -4.05, -7.61], [1.09, -1.19, 1.61], [2.07, -0.34, 2.42], [3.52, -1.46, 3.14], [4.27, -1.93, 1.40], [4.74, -0.97, 0.51], [5.17, -1.34, -0.75], [5.13, -2.68, -1.14], [4.68, -3.64, -0.25], [4.25, -3.27, 1.02], [4.78, -0.03, 3.59], [6.13, -0.34, 3.70], [7.06, 0.63, 4.04], [6.64, 1.93, 4.29], [5.30, 2.25, 4.19], [4.37, 1.28, 3.84], [-0.04, -0.32, 0.44], [1.14, 0.57, -0.64], [1.73, 1.80, -0.34], [2.63, 2.38, -1.21], [2.94, 1.75, -2.42], [2.35, 0.54, -2.74], [1.47, -0.05, -1.85], [-0.82, 1.00, 1.43], [-1.36, 2.13, 0.82], [-2.10, 3.05, 1.54], [-2.32, 2.86, 2.90], [-1.79, 1.74, 3.52], [-1.05, 0.82, 2.80], [0.49, -1.83, 2.26], [1.63, -1.88, 0.95], [1.56, 0.17, 3.23], [2.53, 0.42, 1.79], [4.76, 0.08, 0.80], [5.52, -0.58, -1.45], [5.46, -2.96, -2.14], [4.65, -4.68, -0.55], [3.89, -4.03, 1.70], [6.47, -1.36, 3.50], [8.11, 0.37, 4.11], [7.37, 2.69, 4.56], [4.97, 3.26, 4.38], [3.33, 1.55, 3.76], [1.47, 2.31, 0.58], [3.08, 3.33, -0.97], [3.64, 2.22, -3.11], [2.56, 0.04, -3.68], [1.03, -1.01, -2.11], [-1.21, 2.29, -0.25], [-2.53, 3.91, 1.04], [-2.94, 3.55, 3.45], [-1.96, 1.58, 4.58], [-0.65, -0.06, 3.31]], "charge": -1, "e_homo_ha": -0.1663, "spin_multiplicity": 1}

---

[4]
{"formula": "C26H46Cl3F8LiO10", "method": "ωB97M-V with the def2-TZVPD basis set", "symbols": ["Li", "Cl", "O", "O", "O", "O", "C", "C", "C", "F", "F", "F", "F", "O", "C", "C", "F", "F", "F", "F", "H", "H", "H", "H", "C", "C", "C", "O", "C", "H", "H", "H", "H", "H", "H", "H", "H", "C", "C", "C", "O", "C", "H", "H", "H", "H", "H", "H", "H", "H", "C", "C", "C", "O", "C", "H", "H", "H", "H", "H", "H", "H", "H", "C", "C", "C", "O", "C", "H", "H", "H", "H", "H", "H", "H", "H", "C", "C", "C", "O", "C", "H", "H", "H", "H", "H", "H", "H", "H", "C", "Cl", "Cl", "H", "H"], "positions_angstrom": [[9.99, 0.48, -2.20], [12.83, -2.90, 0.30], [12.85, -3.47, 1.60], [11.57, -3.05, -0.37], [13.10, -1.48, 0.53], [13.89, -3.32, -0.54], [13.53, -11.25, 0.68], [13.17, -11.06, 2.12], [13.65, -9.71, 2.73], [13.34, -9.46, 4.00], [14.89, -9.42, 2.39], [11.89, -11.30, 2.29], [13.81, -11.98, 2.84], [12.95, -10.27, -0.25], [13.57, -9.83, -1.47], [12.58, -8.91, -2.19], [13.00, -8.15, -3.24], [11.51, -9.60, -2.65], [14.69, -9.23, -1.13], [13.93, -10.91, -2.24], [13.18, -12.22, 0.33], [14.60, -11.37, 0.48], [13.07, -8.90, 2.28], [12.23, -8.19, -1.45], [5.65, 0.74, 2.62], [4.67, 1.07, 1.49], [5.36, 0.34, 0.36], [6.78, 0.46, 0.55], [7.06, 0.79, 1.94], [5.44, -0.24, 3.05], [5.59, 1.42, 3.48], [4.60, 2.14, 1.30], [3.69, 0.63, 1.65], [5.09, 0.68, -0.63], [5.07, -0.71, 0.46], [7.46, 1.80, 1.97], [7.74, 0.07, 2.40], [12.68, 1.23, -7.79], [12.55, -0.25, -7.58], [12.98, -0.34, -6.11], [12.34, 0.81, -5.49], [12.60, 1.89, -6.37], [11.87, 1.67, -8.38], [13.63, 1.42, -8.30], [13.18, -0.74, -8.32], [11.54, -0.65, -7.70], [14.05, -0.34, -5.92], [12.68, -1.26, -5.60], [13.55, 2.34, -6.10], [11.78, 2.61, -6.33], [9.01, 6.59, -0.31], [10.50, 6.59, -0.34], [10.92, 5.16, -0.54], [9.89, 4.68, -1.38], [8.74, 5.54, -1.35], [8.55, 7.55, -0.55], [8.60, 6.23, 0.63], [11.01, 7.05, 0.51], [10.82, 7.11, -1.25], [11.03, 4.67, 0.43], [11.91, 5.23, -0.99], [7.80, 5.03, -1.12], [8.58, 5.96, -2.34], [4.47, -5.77, 3.04], [5.86, -5.83, 2.31], [6.80, -6.54, 3.31], [5.94, -6.76, 4.48], [4.84, -5.88, 4.49], [3.86, -6.63, 2.73], [3.93, -4.84, 2.83], [6.24, -4.82, 2.17], [5.86, -6.41, 1.39], [7.64, -5.90, 3.57], [7.16, -7.53, 3.04], [5.18, -4.93, 4.90], [4.01, -6.30, 5.06], [5.72, -2.40, -6.33], [5.31, -0.96, -6.35], [6.70, -0.28, -6.15], [7.25, -1.08, -5.14], [6.96, -2.47, -5.37], [6.01, -2.66, -7.35], [4.93, -3.07, -6.00], [4.60, -0.64, -5.60], [4.84, -0.70, -7.30], [6.69, 0.78, -5.89], [7.28, -0.23, -7.07], [6.69, -3.00, -4.45], [7.86, -2.90, -5.78], [18.94, 0.21, 0.01], [18.10, 1.16, -1.31], [20.64, -0.14, -0.41], [18.81, 0.69, 0.98], [18.48, -0.77, 0.07]], "e_homo_ha": -0.2887, "spin_multiplicity": 1}

---

| no. | F_max (hartree/bohr) |
| --- | --- |
| 1 | 0.0156 |
| 2 | 0.0654 |
| 3 | 0.0247 |
| 4 | 0.0969 |